{
  "formula": "C4H9O2",
  "method": "ωB97M-V/def2-TZVPD",
  "homo_lumo_gap_ev": 7.57,
  "charge": -1,
  "elements": ["C", "C", "O", "O", "H", "H", "H", "C", "C", "H", "H", "H", "H", "H", "H"],
  "xyz": [[1.912, -0.605, 1.080], [0.988, -0.207, 2.253], [0.998, 1.009, 2.549], [0.391, -1.148, 2.816], [2.880, -0.770, 1.566], [2.128, 0.192, 0.354], [1.612, -1.421, 0.438], [-1.184, -0.303, -0.989], [-1.435, 0.985, -1.804], [-1.939, -0.990, -1.366], [-0.164, -0.613, -0.969], [-1.532, -0.131, 0.014], [-1.176, 1.918, -1.294], [-2.523, 1.077, -1.873], [-0.955, 1.006, -2.776]],
  "forces_ev_per_angstrom": [[0.8, 0.8, -0.5], [-0.2, 0.2, -0.2], [-0.1, 0.0, 0.0], [-0.1, -0.1, 0.0], [0.0, -0.5, -0.2], [-0.3, 0.4, 0.4], [-0.2, -0.7, 0.5], [-1.4, 1.3, -0.5], [-0.4, 0.3, 0.8], [0.7, -0.8, -0.2], [0.5, -0.6, -0.1], [0.3, 0.1, 0.7], [0.5, -0.3, 0.1], [0.0, 0.0, -0.6], [-0.1, -0.2, -0.2]]
}